(1)
C2H2BrClO | ωB97M-V with the def2-TZVPD basis set

## Properties
SMILES = Cl/C=C/OBr
E_LUMO = -0.190 eV
Kohn-Sham gap = 9.23 eV
Total energy = -3186.7430 hartree
Total charge = 0
HOMO = -9.419 eV
Relative energy (zero: lowest compared OMol25 entry of this formula, charge and spin) = 63.9 kcal/mol

Last column: Mulliken charge in e.
Geometry (Å):
Br  -0.073  -1.508  -1.789  0.055
Cl  -1.055  1.977  0.911  -0.161
C  -0.442  0.701  0.036  -0.296
C  0.471  -0.142  0.564  0.096
H  0.909  -0.198  1.562  0.327
O  0.855  -1.397  -0.286  -0.324
H  -0.665  0.566  -0.998  0.303


(2)
C10H20AsF6HgO8S2 | ωB97M-V with the def2-TZVPD basis set

## Properties
E_LUMO = 1.297 eV
Kohn-Sham gap = 7.29 eV
Total energy = -4779.7808 hartree
Total charge = -1
HOMO = -5.995 eV

Last column: Mulliken charge in e.
Geometry (Å):
S  -1.657  1.171  4.433  0.925
C  -2.309  -4.197  0.207  -0.461
F  1.139  1.609  -0.898  -0.550
C  -2.833  2.562  4.878  -0.619
H  -3.715  2.518  4.239  0.287
H  -2.665  4.738  4.385  0.417
Hg  -2.324  -1.517  2.200  1.461
C  4.085  -0.260  -4.603  -0.503
O  -3.639  -0.094  0.935  -0.694
F  -0.970  1.500  0.616  -0.463
H  0.314  1.641  3.200  0.149
H  -1.348  -3.688  0.137  0.134
O  -5.084  1.494  0.481  -0.510
H  -1.572  3.136  2.432  0.199
F  -1.011  -0.937  0.607  -0.515
F  1.077  0.352  1.290  -0.442
H  5.117  -0.449  -6.587  0.403
C  -4.625  0.590  1.321  0.675
H  5.739  -1.217  -4.957  0.333
F  -0.916  0.279  -1.573  -0.474
C  4.928  -0.910  -5.617  -0.702
C  -1.090  3.446  3.360  -0.455
H  -0.370  4.223  3.103  0.407
H  -3.058  2.394  5.931  0.385
H  -2.297  -5.284  0.293  0.245
C  -2.076  3.821  4.412  -0.622
As  0.105  0.259  -0.118  1.972
H  -2.842  -3.928  -0.705  0.234
H  3.558  -3.386  -3.509  0.344
H  4.701  0.548  -4.209  0.316
O  -1.336  0.537  5.669  -0.758
O  -2.970  -3.681  1.349  -0.676
H  2.136  -2.583  -4.195  0.363
C  3.716  -1.284  -3.527  -0.543
S  4.026  -2.512  -5.900  1.010
H  0.332  2.522  4.815  0.359
H  3.161  0.098  -5.058  0.314
C  -0.223  2.269  3.911  -0.544
O  -5.251  0.391  2.393  -0.746
H  -1.456  4.102  5.263  0.277
H  2.989  -0.970  -2.778  0.162
C  3.226  -2.584  -4.168  -0.544
H  4.532  -1.489  -2.835  0.320
F  1.190  -1.108  -0.702  -0.521
O  2.981  -2.241  -6.884  -0.622
O  -2.091  0.435  3.290  -0.405
H  -4.400  1.239  -0.143  0.331
O  5.077  -3.557  -6.185  -0.654


(3)
C2H2DyLiO2 | ωB97M-V with the def2-TZVPD basis set

## Properties
E_LUMO (spin up / spin down) = -9.525 / -10.975 eV
Expectation value of S² = 9.78
Spin multiplicity = 6
Kohn-Sham gap (spin up / spin down) = 8.48 / 6.58 eV
Total energy = -1119.7681 hartree
Total charge = +2
HOMO (spin up / spin down) = -18.008 / -17.558 eV
Relative energy (zero: lowest compared OMol25 entry of this formula, charge and spin) = 0.0 kcal/mol

Last column: Mulliken spin population.
Geometry (Å):
C  0.968  -0.036  0.154  0.030
Li  -0.366  1.694  -1.259  0.017
O  1.181  1.071  -0.588  0.765
C  -0.447  -0.430  0.342  -0.329
O  -1.342  0.325  -0.211  -0.002
H  1.120  -0.039  1.312  0.090
Dy  -2.640  -1.631  0.405  4.422
H  1.525  -0.954  -0.155  0.007


(4)
C4H11N3O | ωB97M-V with the def2-TZVPD basis set

## Properties
SMILES = N/C=C/N.CNC=O
E_LUMO = 0.770 eV
Kohn-Sham gap = 8.88 eV
Total energy = -398.4824 hartree
Total charge = 0
HOMO = -8.110 eV
Relative energy (zero: lowest compared OMol25 entry of this formula, charge and spin) = 45.1 kcal/mol

Last column: Mulliken charge in e.
Geometry (Å):
H  -2.305  0.932  1.316  0.292
H  -3.238  1.459  -1.360  0.244
N  -2.478  1.277  -0.733  -0.164
C  1.650  -0.726  -0.115  -0.280
N  1.859  0.584  -0.613  -0.657
H  -2.336  -0.497  0.331  0.237
H  0.638  -1.122  -0.207  0.204
C  2.533  -1.452  0.566  -0.074
H  3.477  -1.025  0.899  0.330
O  -0.536  2.308  -0.104  -0.565
H  1.279  0.757  -1.416  0.280
C  -1.404  2.089  -0.912  0.043
H  1.626  1.274  0.081  0.305
H  -1.453  2.484  -1.943  0.360
H  2.607  -2.996  1.867  0.253
C  -2.797  0.487  0.449  -0.773
N  2.208  -2.776  0.973  -0.572
H  2.535  -3.483  0.322  0.218
H  -3.866  0.426  0.600  0.320


(5)
C17H22BrN5O5 | ωB97M-V with the def2-TZVPD basis set

## Properties
SMILES = Cn1nc(-c2cc(Br)c3c(c2)OCO3)cc1N.CNC(=O)[C@H](CO)NC(C)=O
E_LUMO = 0.493 eV
Kohn-Sham gap = 8.59 eV
Total energy = -3884.9929 hartree
Total charge = 0
HOMO = -8.097 eV

Last column: Mulliken charge in e.
Geometry (Å):
C  3.481  -1.756  0.090  -1.331
C  2.950  -0.725  0.890  0.745
H  6.890  -1.758  -2.541  0.245
H  -1.787  4.047  -3.519  0.346
C  1.749  -2.179  2.692  -0.906
N  0.197  -2.855  4.415  -0.478
H  -0.985  2.067  -0.339  0.307
H  -0.750  -2.719  4.764  0.210
C  -1.943  3.381  -2.669  -0.825
H  -0.890  -0.109  4.884  0.415
C  -4.777  -0.495  -0.837  0.707
H  -1.612  1.812  -4.072  0.275
H  -5.141  0.555  -2.662  0.255
H  -0.085  0.113  0.685  0.300
C  5.849  -1.426  -2.601  -0.250
H  -3.391  1.873  -0.903  0.531
H  5.532  -1.474  -3.647  0.254
H  -2.984  -0.904  -0.083  0.175
O  5.735  -0.077  -2.114  -0.508
C  4.839  -0.147  -1.096  1.511
C  1.923  -0.976  1.906  0.388
H  -1.845  -0.447  3.416  0.326
C  -2.754  0.996  -0.992  -0.063
H  3.003  1.402  1.291  0.464
N  0.242  -0.663  3.191  0.579
H  -5.691  1.411  -1.191  0.278
H  -0.916  1.063  3.554  0.323
H  0.542  -3.811  4.348  0.232
C  0.688  -1.945  3.495  0.234
H  -2.906  3.621  -2.216  0.276
C  -0.920  -0.004  3.796  -1.041
O  -5.281  -1.517  -0.399  -0.683
H  2.360  -3.072  2.651  0.395
N  -1.920  1.991  -3.127  -0.130
C  -1.564  1.194  -0.041  -0.639
C  4.344  0.890  -0.301  -0.586
H  3.156  -2.784  0.208  0.436
C  3.395  0.592  0.682  -0.606
O  -2.277  -0.182  -3.052  -0.672
H  -1.940  1.356  0.970  0.363
C  4.416  -1.446  -0.904  0.702
H  -1.144  3.555  -1.947  0.245
C  -5.609  0.447  -1.686  -0.991
O  5.014  -2.279  -1.793  -0.494
C  -2.286  0.891  -2.460  0.195
O  -0.726  0.058  -0.044  -0.543
N  1.006  -0.085  2.221  -1.051
N  -3.515  -0.185  -0.552  -0.049
H  -6.602  0.017  -1.813  0.318
Br  4.930  2.691  -0.549  -0.185


(6)
C18H15Cl2N2O5RhS2 | ωB97M-V with the def2-TZVPD basis set

## Properties
E_LUMO (spin up / spin down) = -1.605 / -1.604 eV
Kohn-Sham gap (spin up / spin down) = 6.50 / 6.50 eV
Total energy = -3007.8995 hartree
Total charge = 0
HOMO (spin up / spin down) = -8.104 / -8.103 eV
Relative energy (zero: lowest compared OMol25 entry of this formula, charge and spin) = 3.9 kcal/mol

Last column: Mulliken charge in e.
Geometry (Å):
C  1.021  1.286  0.612  -0.115
C  0.024  -3.872  1.875  -0.849
O  -4.297  -0.925  0.053  -0.520
H  2.779  -0.334  1.840  0.374
H  2.322  4.972  0.386  0.386
H  -3.879  -2.997  -1.245  0.432
S  -3.048  1.252  1.229  -0.139
H  5.896  2.558  2.368  0.390
C  4.097  3.270  1.477  -0.885
C  -0.191  1.131  -3.947  -0.343
C  0.774  3.625  -0.130  -1.031
C  1.973  3.947  0.414  -0.756
H  0.063  0.823  -4.954  0.349
N  0.622  0.040  0.800  -0.605
S  -4.427  0.507  -0.150  1.132
C  -1.582  -4.012  0.090  -0.710
O  -2.067  -1.983  -1.155  0.125
H  -3.500  -1.888  -2.567  0.273
C  0.181  -2.520  1.638  -0.626
C  0.275  2.294  -0.114  1.059
C  -1.441  -2.657  -0.143  0.944
H  0.844  -1.922  2.243  0.459
H  0.148  4.368  -0.607  0.493
Rh  -1.860  0.297  -0.659  0.296
Cl  -1.820  1.806  -3.956  -0.097
O  -0.771  2.037  -0.788  -0.635
C  2.806  2.959  1.018  0.852
N  -0.395  -0.532  0.307  1.046
H  -2.658  -3.460  -2.483  0.360
Cl  -0.081  -0.319  -2.902  -0.050
O  -3.745  0.908  -1.421  -0.456
C  4.411  1.004  2.192  -0.760
H  0.589  -4.348  2.665  0.392
H  5.039  0.250  2.649  0.403
H  0.501  1.870  -3.562  0.255
C  -0.855  -4.617  1.105  -0.662
H  -2.252  -4.605  -0.515  0.426
H  4.454  4.287  1.369  0.385
C  4.895  2.308  2.043  -0.517
H  -0.976  -5.676  1.286  0.409
O  -5.719  1.088  0.027  -0.608
C  -3.087  -2.642  -1.902  -1.193
C  3.152  0.675  1.747  -0.413
C  2.327  1.637  1.140  0.555
C  -0.546  -1.891  0.625  0.173


Q: Look up the total charge of the fourth one.
A: 0